1.
Below is 8 unconnected molecules or ions with the total composition C24H54Cl6O17P2, with properties calculated with wB97M-V/def2-TZVPD.

Its total energy is -154288.24371 eV. As for the LUMO energy: 0.47 eV. For the HOMO energy, the calculation gives -10.359 eV. The value obtained for the HOMO-LUMO gap is 10.83 eV.

Structure (ORCA input):
```
! wB97M-V def2-TZVPD RIJCOSX def2/J DEFGRID3
* xyz 0 1
C -4.10 0.79 1.32
C -3.05 0.75 0.25
O -2.26 -0.45 0.46
P -1.33 -0.91 -0.71
O -0.19 -0.09 -1.21
O -0.87 -2.35 -0.19
C 0.48 -2.66 0.27
C 0.96 -3.82 -0.52
O -2.38 -1.23 -1.89
C -3.56 -2.07 -1.66
C -3.71 -2.96 -2.86
H -4.81 1.55 1.21
H -4.59 -0.16 1.28
H -3.67 0.82 2.30
H -3.41 0.81 -0.75
H -2.37 1.61 0.43
H 1.13 -1.88 0.11
H 0.46 -2.90 1.31
H 0.27 -4.61 -0.35
H 1.03 -3.63 -1.58
H 1.94 -4.05 -0.09
H -3.41 -2.59 -0.74
H -4.48 -1.44 -1.49
H -2.82 -3.63 -3.06
H -4.59 -3.64 -2.71
H -3.82 -2.49 -3.88
C -0.48 0.13 8.52
C 0.06 0.50 7.16
O -0.86 -0.03 6.18
P -1.77 1.04 5.46
O -2.43 2.13 6.25
O -0.88 1.70 4.36
C -0.15 0.88 3.42
C 0.86 1.73 2.64
O -2.74 0.06 4.68
C -3.72 -0.84 5.23
C -4.39 -1.60 4.10
H -1.39 0.63 8.74
H -0.60 -0.96 8.69
H 0.28 0.39 9.29
H 0.09 1.61 7.06
H 1.07 0.09 6.98
H 0.22 -0.02 3.92
H -0.94 0.52 2.74
H 1.58 1.06 2.12
H 0.35 2.35 1.87
H 1.52 2.33 3.29
H -3.30 -1.47 6.01
H -4.53 -0.25 5.73
H -5.19 -1.02 3.62
H -3.74 -1.99 3.32
H -5.00 -2.42 4.48
C 0.40 -1.45 -4.16
O 1.56 -2.17 -4.63
C 2.54 -2.44 -3.71
O 2.55 -2.24 -2.55
O 3.59 -3.06 -4.25
C 3.70 -3.72 -5.53
H -0.19 -2.19 -3.62
H -0.01 -0.89 -4.97
H 0.63 -0.80 -3.32
H 2.74 -3.86 -6.02
H 4.18 -4.65 -5.30
H 4.37 -3.11 -6.14
C -6.42 -0.17 -3.44
O -5.42 0.75 -2.98
C -4.32 0.68 -3.73
O -4.15 -0.07 -4.63
O -3.45 1.63 -3.33
C -2.09 1.65 -3.94
H -6.61 0.03 -4.52
H -7.31 -0.06 -2.80
H -6.04 -1.23 -3.38
H -2.17 2.31 -4.79
H -1.79 0.65 -4.22
H -1.43 2.10 -3.21
C 3.10 5.47 2.62
O 3.72 5.23 1.31
C 3.12 5.95 0.32
O 2.13 6.69 0.50
O 3.74 5.74 -0.83
C 4.79 4.72 -0.96
H 2.08 5.19 2.54
H 3.22 6.50 2.89
H 3.59 4.91 3.40
H 5.01 4.69 -2.03
H 4.53 3.78 -0.56
H 5.72 5.10 -0.48
Cl 6.29 -0.75 -3.46
C 7.41 -2.14 -3.45
Cl 7.28 -2.99 -4.99
H 8.38 -1.71 -3.31
H 7.05 -2.84 -2.66
Cl 3.55 -0.11 0.76
C 4.47 -1.22 -0.33
Cl 5.97 -1.81 0.47
H 3.85 -2.09 -0.53
H 4.81 -0.59 -1.13
Cl 3.63 1.96 -3.14
C 1.99 1.73 -2.43
Cl 1.67 3.02 -1.35
H 1.30 1.80 -3.27
H 2.00 0.78 -1.86
*
```


2.
Below is a molecular structure, C24H54ClF6N3O4PZn, with properties calculated with wB97M-V/def2-TZVPD.

Its total energy is -124927.48918 eV. As for the LUMO energy: -10.92 eV. For the HOMO energy, the calculation gives -16.896 eV. The value obtained for the HOMO-LUMO gap is 5.97 eV.

Structure (ORCA input):
```
! wB97M-V def2-TZVPD RIJCOSX def2/J DEFGRID3
* xyz 3 1
Zn -0.31 4.87 3.60
Cl 0.90 1.54 2.92
O 0.92 2.90 3.48
O 1.68 1.47 1.69
O 1.37 0.61 3.90
O -0.47 1.29 2.51
C 0.46 -1.65 0.62
C -0.40 -2.86 0.37
C -0.71 -3.20 -1.12
N -1.81 -4.25 -1.33
C -1.23 -5.49 -0.67
C -2.08 -4.40 -2.83
C -3.18 -3.31 -3.17
C -3.68 -2.85 -1.79
C -3.21 -3.92 -0.79
H 1.19 -1.45 -0.16
H 1.06 -1.88 1.50
H -0.16 -0.78 0.84
H -1.31 -2.79 0.97
H 0.21 -3.70 0.70
H 0.14 -3.72 -1.56
H -0.87 -2.22 -1.56
H -0.22 -5.86 -0.86
H -1.81 -6.34 -1.05
H -1.33 -5.37 0.40
H -2.38 -5.41 -3.12
H -1.09 -4.25 -3.27
H -4.02 -3.77 -3.68
H -2.75 -2.45 -3.68
H -4.75 -2.72 -1.61
H -3.41 -1.82 -1.57
H -3.82 -4.82 -0.76
H -3.15 -3.64 0.26
C 3.89 -5.68 -2.35
C 4.45 -4.56 -1.44
C 4.12 -3.09 -1.60
N 5.15 -2.15 -0.93
C 6.58 -2.13 -1.58
C 5.16 -2.37 0.59
C 5.56 -1.04 1.24
C 5.08 0.06 0.25
C 4.66 -0.66 -1.06
H 4.47 -5.72 -3.27
H 2.82 -5.53 -2.52
H 4.02 -6.55 -1.70
H 5.54 -4.59 -1.45
H 4.14 -4.98 -0.48
H 3.18 -2.72 -1.18
H 4.09 -2.76 -2.64
H 6.87 -3.14 -1.32
H 7.29 -1.49 -1.06
H 6.59 -2.01 -2.66
H 5.96 -3.07 0.84
H 4.18 -2.75 0.87
H 6.64 -0.98 1.14
H 5.23 -1.04 2.27
H 5.81 0.79 -0.09
H 4.21 0.58 0.64
H 5.20 -0.27 -1.92
H 3.59 -0.66 -1.25
C -3.54 7.45 0.43
C -4.17 6.07 0.13
C -3.19 4.97 0.28
N -3.79 3.59 -0.04
C -4.96 3.29 0.92
C -2.77 2.44 0.05
C -3.30 1.27 -0.74
C -4.20 1.92 -1.81
C -4.19 3.39 -1.48
H -4.12 8.22 -0.07
H -2.51 7.49 0.10
H -3.56 7.54 1.52
H -4.45 6.15 -0.92
H -4.97 5.89 0.85
H -2.82 4.85 1.31
H -2.35 5.29 -0.34
H -5.84 3.88 0.69
H -4.54 3.69 1.85
H -5.16 2.23 0.94
H -2.61 2.27 1.11
H -1.83 2.81 -0.38
H -3.72 0.48 -0.11
H -2.47 0.79 -1.26
H -5.20 1.51 -1.69
H -3.84 1.66 -2.80
H -5.07 3.89 -1.86
H -3.40 3.81 -2.11
P 1.22 6.28 5.61
F 2.10 5.75 4.32
F 0.40 4.87 5.47
F 2.23 5.72 6.66
F 0.12 6.80 6.73
F 2.10 7.61 5.66
F 0.14 6.85 4.47
*
```


3.
Below is 8 unconnected molecules or ions with the total composition C24H54F21N3O9P2, with properties calculated with wB97M-V/def2-TZVPD.

Its total energy is -124318.97586 eV. As for the LUMO energy: 3.24 eV. For the HOMO energy, the calculation gives -3.205 eV. The value obtained for the HOMO-LUMO gap is 6.44 eV.

Structure (ORCA input):
```
! wB97M-V def2-TZVPD RIJCOSX def2/J DEFGRID3
* xyz -2 1
C 1.66 -2.07 2.42
C 1.60 -0.55 2.12
C 2.77 0.15 2.81
O 3.90 -0.19 2.10
C 5.11 0.50 2.40
N 1.75 -0.32 0.58
H 2.79 -0.22 0.43
H 1.51 -1.21 0.08
H 1.18 0.47 0.24
H 2.65 -2.55 2.16
H 0.78 -2.57 1.98
H 1.65 -2.20 3.46
H 0.65 -0.18 2.44
H 2.82 -0.11 3.93
H 2.66 1.26 2.84
H 5.72 0.55 1.51
H 5.60 -0.07 3.20
H 4.98 1.55 2.66
C -4.19 -5.17 0.61
C -2.66 -5.07 0.86
C -1.88 -5.62 -0.26
O -0.54 -5.63 0.08
C 0.29 -5.92 -1.03
N -2.24 -3.65 1.12
H -2.25 -3.42 2.12
H -1.15 -3.09 -0.17
H -2.94 -3.04 0.70
H -4.49 -6.22 0.63
H -4.42 -4.67 -0.37
H -4.69 -4.59 1.37
H -2.45 -5.62 1.75
H -2.02 -4.90 -1.13
H -2.20 -6.61 -0.62
H 1.31 -5.65 -0.75
H 0.00 -5.27 -1.85
H 0.18 -6.96 -1.33
C -2.77 3.57 -1.68
C -3.18 3.41 -0.27
C -4.63 3.29 -0.17
O -4.97 2.86 1.09
C -6.38 2.56 1.22
N -2.51 2.25 0.30
H -0.85 2.07 0.46
H -2.92 2.12 1.21
H -2.84 1.46 -0.27
H -3.17 4.46 -2.18
H -3.24 2.67 -2.20
H -1.75 3.52 -2.01
H -2.84 4.29 0.35
H -5.11 2.62 -0.92
H -5.10 4.27 -0.42
H -6.62 2.22 2.27
H -6.69 1.82 0.50
H -6.94 3.52 0.98
C 3.64 -0.24 -4.00
O 4.30 1.13 -4.20
O 2.52 -0.21 -4.42
C 4.77 -1.07 -4.68
F 5.17 -0.59 -5.83
F 5.98 -1.19 -4.10
F 4.42 -2.40 -4.98
C 4.68 1.72 -3.01
C 5.47 2.98 -3.26
H 5.60 3.36 -2.25
H 6.35 2.82 -3.91
H 4.75 3.74 -3.66
H 5.36 1.10 -2.39
H 3.78 1.95 -2.39
H 3.74 -0.37 -2.94
C -1.24 -1.48 -1.34
O -2.57 -1.76 -1.65
O -0.63 -2.72 -0.97
C -0.49 -0.95 -2.54
F -0.92 0.26 -2.92
F 0.78 -0.81 -2.23
F -0.54 -1.86 -3.54
C -3.51 -0.78 -1.27
C -4.75 -0.97 -2.13
H -4.63 -0.65 -3.19
H -5.08 -1.97 -2.15
H -5.51 -0.30 -1.73
H -3.24 0.29 -1.46
H -3.79 -0.91 -0.22
H -1.16 -0.71 -0.48
C 0.58 3.13 -0.37
O 0.90 2.68 -1.56
O 0.21 2.03 0.46
C 1.89 3.86 0.17
F 2.36 4.92 -0.59
F 1.80 4.30 1.43
F 2.86 2.89 0.24
C 0.97 3.42 -2.72
C 0.74 2.70 -4.02
H -0.17 2.11 -4.05
H 0.61 3.38 -4.83
H 1.60 2.00 -4.32
H 1.96 3.83 -2.85
H 0.27 4.27 -2.62
H -0.20 3.89 -0.56
P -3.07 -1.47 4.29
F -3.77 -1.65 5.77
F -2.54 -0.02 4.63
F -1.67 -2.17 4.71
F -2.52 -1.16 2.76
F -3.71 -2.94 3.80
F -4.44 -0.76 3.78
P 4.42 1.29 6.12
F 4.24 2.67 6.97
F 3.47 0.56 7.14
F 3.23 1.84 5.20
F 4.60 -0.09 5.24
F 5.49 2.12 5.19
F 5.69 0.85 7.03
*
```


4.
Below is a molecular structure, C24H54F3KN6O8P2, with properties calculated with wB97M-V/def2-TZVPD.

Its total energy is -94144.20485 eV. As for the LUMO energy: 0.15 eV. For the HOMO energy, the calculation gives -6.385 eV. The value obtained for the HOMO-LUMO gap is 6.54 eV.

Structure (ORCA input):
```
! wB97M-V def2-TZVPD RIJCOSX def2/J DEFGRID3
* xyz 0 1
K -0.41 -0.23 -0.96
C 0.16 -3.52 -2.32
O 1.22 -2.75 -1.74
O -0.98 -2.87 -2.07
C 0.57 -3.87 -3.78
F 1.82 -4.35 -3.87
F -0.25 -4.81 -4.30
F 0.48 -2.80 -4.61
C 1.72 -3.20 -0.52
C 2.75 -2.21 0.00
H 3.43 -2.03 -0.84
H 2.38 -1.22 0.27
H 3.33 -2.62 0.83
H 2.21 -4.18 -0.59
H 0.94 -3.36 0.24
H 0.16 -4.52 -1.85
O -0.14 -1.03 1.80
P -0.51 -1.63 3.08
N -1.45 -0.56 4.04
C -2.33 0.29 3.27
C -1.99 -1.00 5.32
N 0.73 -2.04 4.11
C 1.56 -0.96 4.60
C 1.52 -3.24 3.91
N -1.38 -3.05 2.83
C -2.19 -3.17 1.61
C -1.78 -3.94 3.92
H -3.20 -0.26 2.87
H -1.80 0.65 2.38
H -2.70 1.15 3.82
H -2.93 -1.54 5.21
H -2.10 -0.10 5.93
H -1.30 -1.70 5.79
H 2.07 -1.17 5.54
H 2.40 -0.77 3.93
H 1.02 -0.02 4.70
H 2.34 -3.05 3.19
H 2.03 -3.59 4.81
H 0.94 -4.04 3.45
H -1.65 -3.59 0.75
H -2.96 -3.93 1.77
H -2.55 -2.19 1.31
H -0.99 -3.88 4.67
H -1.80 -4.98 3.60
H -2.74 -3.65 4.36
O -0.33 1.18 -3.35
P 0.93 1.84 -3.74
N 1.48 2.99 -2.63
C 0.55 3.70 -1.77
C 2.90 3.30 -2.40
N 0.90 2.71 -5.18
C 2.05 3.39 -5.74
C -0.38 3.07 -5.78
N 2.18 0.76 -3.91
C 2.28 0.01 -5.15
C 2.66 0.08 -2.72
H 1.05 4.40 -1.10
H -0.04 2.99 -1.19
H -0.12 4.39 -2.30
H 3.42 3.15 -3.34
H 3.36 2.68 -1.63
H 2.99 4.35 -2.12
H 2.11 3.25 -6.83
H 2.01 4.47 -5.59
H 2.95 2.96 -5.31
H -0.75 2.29 -6.44
H -1.14 3.24 -5.01
H -0.31 4.02 -6.31
H 1.65 -0.88 -5.12
H 2.09 0.63 -6.02
H 3.31 -0.34 -5.27
H 3.00 0.77 -1.94
H 3.45 -0.60 -3.02
H 1.91 -0.54 -2.21
O 1.32 1.24 0.50
C 1.69 2.00 1.34
O 2.90 2.57 1.28
C 3.21 3.26 2.52
C 2.10 2.88 3.47
C 0.94 2.49 2.58
H 3.28 4.34 2.35
H 4.18 2.91 2.88
H 1.85 3.72 4.13
H 2.42 2.07 4.12
H 0.30 3.32 2.27
H 0.36 1.69 3.04
O -2.93 0.82 0.03
C -4.12 0.89 0.01
O -4.81 2.04 -0.11
C -6.21 1.79 -0.02
C -6.35 0.40 0.63
C -5.08 -0.28 0.16
H -6.63 1.83 -1.03
H -6.73 2.56 0.55
H -7.24 -0.11 0.26
H -6.42 0.55 1.71
H -5.13 -0.74 -0.83
H -4.69 -1.00 0.87
*
```